Record 1
The following is a DFT calculation (wB97M-V/def2-TZVPD) of the ion C8H13N2 with charge +1.

```
23
Properties=species:S:1:pos:R:3:nbo_charge:R:1
C 0.1809 0.8837 -0.3123 -0.13
C -2.0361 -0.9171 -0.6198 0.38
C 1.0563 -0.2744 -0.0775 -0.02
C -0.9583 0.7017 0.4391 0.00
C 0.4008 -1.4272 -0.1191 -0.06
C 3.4186 0.8705 0.6036 -0.61
C -3.4397 0.7524 0.4500 -0.42
C 2.5957 -0.1688 -0.2846 -0.39
N -2.1816 0.2151 0.0309 -0.36
N -0.8900 -1.6454 -0.6498 -0.55
H 0.0010 1.2845 -1.3484 0.22
H -2.8739 -1.3667 -1.2007 0.23
H -0.7738 0.6346 1.5029 0.20
H 0.8517 -2.3874 -0.0003 0.22
H 4.4180 0.8542 0.2654 0.23
H 3.4907 0.8233 1.7369 0.23
H 3.0341 1.7829 0.3463 0.20
H -3.2029 1.8872 0.5699 0.24
H -4.2416 0.7000 -0.2521 0.25
H -3.5126 0.3268 1.4417 0.23
H 3.0675 -1.0816 -0.1977 0.22
H 2.5981 0.1698 -1.3319 0.23
H -1.0030 -2.6180 -0.9925 0.44
```

The value obtained for the HOMO-LUMO gap (spin up / spin down) is 7.153 / 7.265 eV. As for the spin multiplicity: 3. The total charge is +1. The HOMO energy (spin up / spin down) comes out at -10.86 / -13.17 eV. The largest force on an atom is 5.89 eV/A.

=====

Record 2
The following is a DFT calculation (wB97M-V/def2-TZVPD) of the ion C4H10N with charge +1.

```
15
Properties=species:S:1:pos:R:3:nbo_charge:R:1
C -1.9365 0.5422 -0.0992 -0.57
C -0.6173 -0.1232 0.4757 -0.23
C 0.1513 -1.2907 0.0219 -0.41
C 0.5140 0.0570 -0.4954 -0.10
N 1.8884 0.3581 0.0882 -0.69
H -1.9026 0.2238 -1.2068 0.20
H -2.0010 1.5600 -0.0622 0.23
H -2.7350 0.0590 0.4623 0.23
H -0.7004 0.3126 1.5148 0.25
H 0.7569 -1.6329 0.8195 0.23
H -0.4053 -1.9534 -0.6558 0.26
H 0.4207 0.3737 -1.5304 0.26
H 2.3349 -0.4241 0.5642 0.44
H 1.9675 1.0740 0.8749 0.44
H 2.5261 0.7777 -0.6231 0.45
```

The value obtained for the HOMO-LUMO gap is 11.194 eV. The total charge is +1. As for the SMILES: C[C@H]1C[C@@H]1[NH3+]. The HOMO energy comes out at -14.96 eV. The largest force on an atom is 6.20 eV/A.

=====

Record 3
The following is a DFT calculation (wB97M-V/def2-TZVPD) of a cluster of 4 separate species, C4H17NO3 in total.

```
25
Properties=species:S:1:pos:R:3:nbo_charge:R:1
C 2.2397 0.4226 -1.6870 -0.62
C 1.1196 -0.5164 -1.2760 -0.41
C 1.1711 -0.8285 0.2716 -0.21
N 0.0262 -0.2564 0.9299 -0.66
C -0.0548 -0.4152 2.3731 -0.41
H 3.2148 -0.0641 -1.4930 0.21
H 2.2797 0.5425 -2.7946 0.21
H 2.1238 1.4262 -1.2851 0.21
H 0.1308 -0.0985 -1.4103 0.19
H 1.1599 -1.3979 -1.9359 0.20
H 1.0291 -1.9193 0.4691 0.19
H 2.1756 -0.5125 0.5712 0.16
H -0.1469 0.7352 0.7433 0.39
H -0.3092 -1.3914 2.7588 0.18
H 0.9538 -0.1953 2.7588 0.17
H -0.8290 0.2620 2.7857 0.21
O -2.7417 -2.3072 0.1735 -0.99
H -2.7642 -2.8929 0.9258 0.49
H -2.0327 -1.6572 0.0873 0.50
O -2.1689 0.6948 -0.7808 -0.97
H -3.0608 0.6479 -0.4239 0.49
H -1.9685 -0.0666 -1.3348 0.48
O -0.4615 3.2082 0.2482 -0.96
H 0.0619 3.7675 -0.3357 0.47
H -1.1480 2.8128 -0.3392 0.49
```

The value obtained for the HOMO-LUMO gap is 9.157 eV. The total charge is 0. As for the SMILES: CCCNC.O.O.O. The HOMO energy comes out at -8.48 eV. The largest force on an atom is 1.84 eV/A.

=====

Record 4
The following is a DFT calculation (wB97M-V/def2-TZVPD) of a structure of composition C12H29GdN4O6P.

```
53
Properties=species:S:1:pos:R:3:lowdin_charge:R:1
O -1.8769 2.7453 -1.8689 -0.17
H -2.1091 3.2141 -2.7010 0.14
Gd -0.6172 0.6074 -0.6993 1.41
N 1.3950 -0.7735 -0.8743 -0.17
N -0.2722 -0.5697 -2.6909 -0.26
N -0.2423 0.3368 1.6701 -0.13
N -2.3374 1.3963 0.6252 -0.17
O 2.2628 -0.7254 0.0999 -0.14
O 0.7837 -0.3887 2.2434 -0.06
O -3.4974 1.9812 0.0634 -0.06
O -1.3076 -0.4761 -3.4481 -0.07
C 0.6995 -1.5070 -2.9598 -0.25
C 1.5939 -1.6905 -1.8750 -0.25
C -1.2314 0.6343 2.5476 -0.28
C -2.3945 1.2301 1.9588 -0.28
C 2.6385 -2.7572 -1.8172 0.00
H 2.4160 -3.5362 -1.0683 0.10
H 3.5927 -2.2813 -1.5604 0.10
H 2.7467 -3.2645 -2.7854 0.08
C 0.7180 -2.2422 -4.2468 -0.01
H 0.4862 -1.5607 -5.0777 0.10
H -0.0292 -3.0537 -4.2642 0.10
H 1.7047 -2.6875 -4.4273 0.08
C -1.1432 0.3712 4.0069 0.00
C -3.5490 1.6901 2.7762 0.00
H -0.1159 0.1256 4.2745 0.09
H -1.7868 -0.4651 4.3117 0.10
H -1.4686 1.2567 4.5653 0.10
H -4.3759 2.0198 2.1380 0.08
H -3.2340 2.5398 3.4029 0.11
H -3.9147 0.9013 3.4519 0.10
H 1.4548 -0.5308 1.4959 0.05
H -3.1443 2.4501 -0.7400 0.07
C -0.3532 2.8449 -1.5988 -0.14
H 0.1927 2.0835 -2.2086 0.06
H -0.1640 2.8119 -0.4956 0.08
H 0.0576 3.8198 -1.9104 0.12
O 3.9868 1.6026 0.9937 -0.07
H 3.2773 2.2291 1.2166 0.03
H 3.5161 0.8152 0.6474 0.00
C -2.1882 -2.6054 1.5405 -0.26
P -1.7460 -2.0337 -0.1321 0.75
C -1.2575 -3.6158 -0.8854 -0.26
C -3.4005 -1.7982 -0.8583 -0.27
H -2.7419 -1.8160 2.0626 0.04
H -1.2520 -2.7800 2.0853 0.05
H -2.7880 -3.5260 1.5135 0.06
H -1.9828 -4.4081 -0.6550 0.06
H -1.1741 -3.4938 -1.9708 0.04
H -0.2707 -3.8950 -0.4951 0.05
H -4.0151 -2.7021 -0.7707 0.06
H -3.8796 -0.9583 -0.3427 0.04
H -3.2655 -1.5276 -1.9121 0.04
```

The value obtained for the HOMO-LUMO gap (spin up / spin down) is 4.983 / 7.281 eV. As for the spin multiplicity: 8. The total charge is +1. The HOMO energy (spin up / spin down) comes out at -9.12 / -11.93 eV. The largest force on an atom is 3.11 eV/A.

=====

Record 5
The following is a DFT calculation (wB97M-V/def2-TZVPD) of the molecule C10H14FN3.

```
28
Properties=species:S:1:pos:R:3:nbo_charge:R:1
C -1.7326 2.1086 0.5122 -0.15
C -1.1240 -0.1131 -0.1873 -0.20
C -2.1406 0.8989 0.1335 0.09
C 0.4112 0.1650 -0.3279 0.10
C -1.8101 -1.3140 -0.0498 0.30
C -0.2789 2.5555 0.4600 -0.45
C 0.6250 1.7066 -0.4520 0.15
C 2.7225 -0.6634 -1.0175 -0.61
C 1.8024 -1.1941 1.2240 -0.61
C 1.4354 -0.9355 -0.2564 -0.26
N -3.0907 -1.0863 0.1341 -0.31
N -3.2987 0.2441 0.2002 -0.32
N -1.4886 -2.6635 -0.1183 -0.82
F 0.4427 2.2158 -1.7883 -0.39
H -2.3499 2.8118 1.0206 0.20
H -0.2884 3.5265 0.0617 0.23
H 0.2820 2.5714 1.3251 0.21
H 1.5984 2.0035 -0.0039 0.16
H 3.2656 0.1827 -0.8971 0.21
H 2.7136 -0.6668 -2.1508 0.22
H 3.2901 -1.4553 -0.5913 0.20
H 0.8702 -0.9931 1.8575 0.23
H 2.4351 -0.3561 1.5528 0.21
H 2.3190 -2.1228 1.1455 0.22
H 0.8920 -1.7261 -0.8660 0.21
H -4.2495 0.5395 0.1670 0.41
H -0.8575 -2.9323 -0.8534 0.38
H -2.3956 -3.3074 -0.2343 0.40
```

The value obtained for the HOMO-LUMO gap (spin up / spin down) is 7.166 / 7.487 eV. As for the spin multiplicity: 3. The total charge is 0. The HOMO energy (spin up / spin down) comes out at -6.20 / -8.50 eV. The largest force on an atom is 3.98 eV/A.

=====

Record 6
The following is a DFT calculation (wB97M-V/def2-TZVPD) of the molecule C6H9N.

```
16
Properties=species:S:1:pos:R:3:nbo_charge:R:1
C -0.4696 1.6606 -0.9192 -0.60
C -0.0641 0.3568 -0.2925 -0.06
C -0.3761 -0.9605 -0.9592 -0.42
C -0.8669 -0.7042 0.4252 -0.25
C 0.2691 -0.8298 1.4829 -0.09
N 1.6127 -1.0450 0.9769 -0.57
C 1.0251 0.2619 0.8292 -0.07
H -0.4720 2.4759 -0.1873 0.21
H -1.4739 1.5927 -1.3535 0.21
H 0.2259 1.9347 -1.7240 0.21
H -1.1387 -0.8719 -1.7310 0.23
H 0.3494 -1.7433 -1.1752 0.20
H -1.9148 -0.6723 0.7071 0.22
H 0.0978 -1.0191 2.5359 0.21
H 1.6976 -1.5722 0.1128 0.35
H 1.4982 1.1358 1.2718 0.21
```

The value obtained for the HOMO-LUMO gap is 9.641 eV. The total charge is 0. As for the SMILES: C[C@]12C[C@H]1[C@H]1N[C@H]12. The HOMO energy comes out at -8.55 eV. The largest force on an atom is 0.41 eV/A.

=====

Record 7
The following is a DFT calculation (wB97M-V/def2-TZVPD) of a structure of composition C12H14FeN2O4.

```
33
Properties=species:S:1:pos:R:3:nbo_charge:R:1
N -0.5261 0.6778 2.5822 -0.49
C -1.4519 -0.4643 2.5422 0.18
O -0.9267 -1.8008 2.7813 -0.47
C -1.7016 -2.7347 1.9567 0.96
O -1.3941 -3.8863 1.5908 -0.42
O -2.9229 -1.9983 1.6317 -0.44
C -2.4027 -0.7011 1.2498 0.10
C -1.3799 -0.7939 -0.0384 -0.45
C -1.5619 0.5612 -0.8915 -0.52
C -1.1823 0.4395 -2.4477 0.66
O -2.1232 0.2385 -3.2700 -0.45
N 0.1880 0.5916 -3.0329 -0.65
C 1.1618 0.5410 -1.9160 0.14
C 1.6622 -0.8721 -1.4587 -0.23
C 2.6573 -0.9369 -0.2449 -0.16
C 3.1415 0.3735 0.4932 -0.23
C 2.6672 1.7822 -0.0083 -0.23
C 1.6690 1.8539 -1.2222 -0.55
H 0.4675 0.3973 2.6513 0.43
H -0.6966 1.3694 1.8333 0.42
H -2.2249 -0.2123 3.3662 0.34
H -3.3101 -0.0178 1.1014 0.27
H -0.3234 -0.8775 0.4408 0.22
H -1.5778 -1.7595 -0.6542 0.29
H -1.0103 1.4495 -0.4217 0.21
H -2.6932 0.8227 -0.8545 0.28
H 0.1864 1.5343 -3.4870 0.41
H 1.3094 -1.8490 -1.9534 0.29
H 3.0118 -1.9680 0.1291 0.28
H 3.8533 0.2993 1.3868 0.28
H 3.0408 2.7203 0.5333 0.28
H 1.2983 2.8733 -1.6156 0.26
Fe 3.0955 2.3473 -2.7532 0.99
```

The value obtained for the HOMO-LUMO gap (spin up / spin down) is 7.954 / 3.765 eV. As for the spin multiplicity: 5. The total charge is +2. The HOMO energy (spin up / spin down) comes out at -15.92 / -15.41 eV. The largest force on an atom is 7.21 eV/A.

=====

Record 8
The following is a DFT calculation (wB97M-V/def2-TZVPD) of a structure of composition C7H7FN2O.

```
18
Properties=species:S:1:pos:R:3:nbo_charge:R:1
C -2.0424 -1.5907 -0.2353 0.25
C -0.5377 2.1919 -0.6412 -0.28
C -1.1525 1.9723 0.5038 -0.13
C -0.2900 1.0249 -1.5784 0.18
C -1.5890 0.5618 0.8011 0.11
C -1.0901 -0.4970 -0.1533 0.26
C 1.1223 -1.9129 -0.0124 -0.25
N -2.8134 -2.3964 -0.4915 -0.24
N -0.6629 -0.1744 -1.4036 -0.44
O 0.3652 -1.1732 0.7722 -0.52
F -2.9730 0.5874 0.8477 -0.35
H -0.2269 3.1659 -1.0489 0.23
H -1.3843 2.7992 1.2171 0.23
H 0.1969 1.4429 -2.5043 0.20
H -1.4397 0.3899 1.8929 0.23
H 0.6101 -2.7247 -0.5554 0.17
H 1.8703 -2.5085 0.6480 0.19
H 1.6936 -1.3633 -0.6919 0.15
```

The value obtained for the HOMO-LUMO gap is 8.862 eV. The total charge is 0. The HOMO energy comes out at -10.22 eV. The largest force on an atom is 5.80 eV/A.